ORCA calculation (wB97M-V/def2-TZVPD) on C24H26N2O2 in the gas phase in a non-equilibrium geometry.

Geometry as XYZ:
```
54
Properties=species:S:1:pos:R:3:nbo_charge:R:1
C 2.15 3.18 -3.17 -0.677
C 2.04 2.01 -2.28 0.381
O 2.75 0.90 -2.56 -0.402
C 2.49 -0.03 -1.61 0.245
C 3.13 -1.33 -1.69 -0.007
C 2.93 -2.29 -0.69 -0.226
C 3.54 -3.52 -0.79 -0.196
C 4.35 -3.82 -1.87 -0.219
C 4.56 -2.88 -2.86 -0.205
C 3.95 -1.64 -2.77 -0.209
C 1.60 0.49 -0.70 -0.281
C 1.30 1.81 -1.13 -0.251
C 0.37 2.78 -0.52 0.677
O 0.36 3.97 -0.81 -0.638
N -0.47 2.24 0.38 -0.624
C -1.45 2.99 1.14 -0.046
C -1.51 2.44 2.56 -0.429
C -2.02 0.99 2.58 -0.231
N -3.10 0.72 1.64 -0.458
C -2.78 -0.16 0.52 -0.242
C -2.16 -1.45 0.96 -0.047
C -1.11 -2.01 0.25 -0.226
C -0.56 -3.22 0.64 -0.210
C -1.04 -3.87 1.76 -0.218
C -2.09 -3.32 2.48 -0.221
C -2.65 -2.12 2.08 -0.156
C -3.77 1.94 1.23 -0.215
C -2.85 2.93 0.49 -0.437
H 3.18 3.51 -3.24 0.228
H 1.54 3.99 -2.76 0.272
H 1.81 2.93 -4.17 0.225
H 2.31 -2.06 0.16 0.213
H 3.38 -4.26 -0.01 0.212
H 4.82 -4.79 -1.94 0.214
H 5.19 -3.10 -3.70 0.214
H 4.11 -0.90 -3.54 0.222
H 1.23 -0.02 0.17 0.222
H -0.41 1.25 0.56 0.395
H -1.09 4.02 1.13 0.238
H -2.17 3.08 3.15 0.210
H -0.52 2.48 3.02 0.223
H -1.20 0.30 2.39 0.198
H -2.39 0.77 3.59 0.200
H -2.13 0.31 -0.24 0.170
H -3.74 -0.38 0.03 0.213
H -0.73 -1.51 -0.63 0.215
H 0.26 -3.65 0.07 0.217
H -0.61 -4.81 2.07 0.213
H -2.48 -3.83 3.35 0.212
H -3.48 -1.69 2.63 0.216
H -4.61 1.67 0.59 0.205
H -4.17 2.40 2.13 0.192
H -3.31 3.92 0.51 0.217
H -2.74 2.65 -0.56 0.213
```

The value obtained for the max |F| is 1.24 eV Å⁻¹. For the electronic energy, the calculation gives -32385.7051 eV. The calculation puts the HOMO energy at -7.94 eV. Its HOMO-LUMO gap is 8.60 eV. The charge is 0.

---

ORCA calculation (wB97M-V/def2-TZVPD) on 2 unconnected molecules or ions with the total composition C4H11NO in a non-equilibrium geometry.

Geometry as XYZ:
```
17
Properties=species:S:1:pos:R:3:nbo_charge:R:1
C -0.10 1.27 -1.85 -0.727
C 0.89 1.38 -0.77 0.667
N 2.01 0.51 -0.64 -0.826
O 0.65 2.21 0.14 -0.617
H -0.95 0.98 -1.26 0.255
H 0.16 0.67 -2.71 0.222
H -0.44 2.29 -2.23 0.258
H 2.67 0.74 0.07 0.394
H 2.02 -0.38 -0.85 0.374
C -1.54 -2.26 2.24 -0.613
C -1.50 -2.38 0.67 -0.623
H -0.98 -3.05 2.69 0.207
H -1.21 -1.18 2.51 0.211
H -2.50 -2.34 2.70 0.206
H -1.46 -3.39 0.24 0.208
H -2.37 -1.98 0.17 0.204
H -0.76 -1.70 0.24 0.200
```

The value obtained for the max |F| is 6.39 eV Å⁻¹. For the electronic energy, the calculation gives -7863.2915 eV. The calculation puts the HOMO energy at -9.75 eV. Its HOMO-LUMO gap is 10.55 eV. The charge is 0.

---

ORCA calculation (wB97M-V/def2-TZVPD) on C2H3FS in the gas phase in a non-equilibrium geometry.

Geometry as XYZ:
```
7
Properties=species:S:1:pos:R:3:nbo_charge:R:1
F -0.31 -1.37 -1.09 -0.350
C 0.11 -0.67 0.04 -0.038
C -0.15 0.81 -0.14 -0.263
S 0.42 2.01 0.78 0.058
H -0.50 -0.92 1.01 0.205
H 1.25 -0.77 0.31 0.203
H -0.82 0.90 -0.90 0.186
```

The value obtained for the max |F| is 3.14 eV Å⁻¹. For the electronic energy, the calculation gives -15673.8357 eV. The calculation puts the HOMO energy at -9.20 eV. Its HOMO-LUMO gap is 8.61 eV. The charge is 0.

---

ORCA calculation (wB97M-V/def2-TZVPD) on C7H12 in the gas phase in a non-equilibrium geometry.

Geometry as XYZ:
```
19
Properties=species:S:1:pos:R:3:nbo_charge:R:1
C 2.07 1.69 -0.15 -0.613
C 0.84 0.81 -0.35 -0.202
C 0.83 -0.67 0.14 -0.400
C -0.70 -0.55 0.26 -0.002
C -1.60 -1.49 -0.84 -0.451
C -1.92 -1.31 0.60 -0.436
C -0.45 0.95 0.48 -0.410
H 2.93 1.30 -0.71 0.210
H 2.34 1.75 0.90 0.203
H 1.90 2.72 -0.51 0.211
H 0.59 0.79 -1.43 0.199
H 1.01 -1.43 -0.60 0.212
H 1.52 -0.79 1.00 0.202
H -1.29 -2.51 -1.16 0.210
H -2.05 -0.92 -1.66 0.211
H -1.84 -2.18 1.23 0.214
H -2.76 -0.65 0.83 0.217
H -0.32 0.66 1.56 0.213
H -1.11 1.84 0.41 0.210
```

The value obtained for the max |F| is 2.61 eV Å⁻¹. For the electronic energy, the calculation gives -7450.4376 eV. The calculation puts the HOMO energy at -8.59 eV. Its HOMO-LUMO gap is 9.74 eV. The charge is 0.

---

ORCA calculation (wB97M-V/def2-TZVPD) on a molecular structure, C17H21AsN5O7PdS2.

Geometry as XYZ:
```
54
Properties=species:S:1:pos:R:3:lowdin_spin:R:1
Pd 1.35 0.70 0.59 1.382
O 0.60 -2.32 -2.24 0.004
As 0.00 -1.99 -0.61 0.004
O -1.25 -3.00 -0.33 0.003
O -0.25 -0.33 -0.52 0.077
C 1.49 -2.58 0.55 -0.001
C 1.06 -3.54 1.47 0.000
C 1.91 -4.10 2.40 0.001
C 3.24 -3.70 2.44 0.001
C 3.70 -2.76 1.54 0.000
C 2.83 -2.19 0.60 -0.001
S 3.62 -0.96 -0.44 0.002
O 4.90 -1.51 -0.83 0.006
O 3.74 0.24 0.41 0.041
O 2.71 -0.72 -1.56 0.007
H 1.42 -1.80 -2.31 0.000
H 0.02 -3.84 1.42 0.000
H 1.54 -4.83 3.10 0.000
H 3.92 -4.12 3.17 0.000
H 4.73 -2.44 1.54 0.000
O 0.75 -0.37 2.38 0.208
N -0.15 0.48 2.96 0.254
C -1.22 -0.11 3.62 0.153
C -1.97 0.60 4.52 0.047
C -1.68 1.95 4.79 0.265
C -0.62 2.55 4.04 0.101
C 0.13 1.82 3.15 0.102
S 1.44 2.49 2.20 0.234
H -1.41 -1.13 3.33 0.016
H -2.80 0.10 5.00 -0.003
H -2.27 2.53 5.48 0.024
H -0.40 3.60 4.12 0.005
C 0.13 3.08 -0.99 0.004
N -0.01 4.10 -2.03 0.002
C 1.24 4.87 -2.09 0.000
N 2.40 4.03 -2.38 0.001
C 2.50 3.01 -1.34 0.002
N 1.28 2.19 -1.26 0.051
C 1.07 1.55 -2.57 0.001
N 0.94 2.55 -3.64 0.003
C -0.18 3.43 -3.32 0.000
C 2.16 3.35 -3.66 0.000
H -0.77 2.46 -0.94 0.000
H 0.28 3.56 -0.02 0.002
H 1.39 5.36 -1.12 0.000
H 1.15 5.63 -2.87 0.000
H 2.65 3.50 -0.37 0.001
H 3.34 2.34 -1.53 0.000
H 0.17 0.94 -2.50 0.000
H 1.92 0.90 -2.77 0.000
H -1.10 2.83 -3.28 0.000
H -0.28 4.18 -4.11 0.000
H 2.08 4.11 -4.45 0.000
H 3.01 2.70 -3.88 0.000
```

The value obtained for the max |F| is 0.35 eV Å⁻¹. For the electronic energy, the calculation gives -125740.2452 eV. The calculation puts the HOMO energy (alpha / beta) at 1.01 / -1.67 eV. Its expectation value of S² is 3.772. Its HOMO-LUMO gap (alpha / beta) is 3.54 / 6.23 eV. The charge is -2. Its spin multiplicity is 4.

---

ORCA calculation (wB97M-V/def2-TZVPD) on 2 unconnected molecules or ions with the total composition C4H14N2O in a non-equilibrium geometry.

Geometry as XYZ:
```
21
Properties=species:S:1:pos:R:3:nbo_charge:R:1
N -0.82 -0.70 3.03 -0.837
C 0.41 -0.62 2.22 -0.222
C 0.22 -1.34 0.89 -0.410
C -0.18 -0.49 -0.33 -0.396
C 0.70 0.73 -0.64 -0.223
N 1.74 0.34 -1.60 -0.833
H -1.48 0.04 2.80 0.346
H -0.63 -0.51 4.01 0.352
H 0.74 0.40 2.02 0.162
H 1.18 -1.09 2.81 0.192
H 1.16 -1.82 0.58 0.205
H -0.53 -2.11 0.96 0.216
H -0.16 -1.17 -1.18 0.214
H -1.22 -0.19 -0.20 0.182
H 1.11 1.16 0.27 0.181
H 0.04 1.49 -1.07 0.163
H 2.44 1.08 -1.60 0.350
H 1.32 0.34 -2.52 0.358
O -1.68 1.28 -3.48 -0.940
H -2.22 1.55 -2.73 0.470
H -2.15 1.62 -4.25 0.471
```

The value obtained for the max |F| is 1.34 eV Å⁻¹. For the electronic energy, the calculation gives -9402.3230 eV. The calculation puts the HOMO energy at -9.14 eV. Its HOMO-LUMO gap is 9.82 eV. The charge is 0.

---

ORCA calculation (wB97M-V/def2-TZVPD) on 3 unconnected molecules or ions with the total composition C4H13NS in a non-equilibrium geometry.

Geometry as XYZ:
```
19
Properties=species:S:1:pos:R:3:nbo_charge:R:1
C -3.92 -3.07 -0.63 -0.685
S -1.64 -1.19 -0.16 -0.170
H -3.87 -3.83 0.14 0.230
H -4.85 -2.53 -0.48 0.228
H -3.92 -3.45 -1.65 0.231
C 1.10 1.43 -0.40 -0.217
C 1.92 1.43 0.88 -0.400
C 3.26 0.71 0.74 -0.609
N -0.27 1.89 -0.15 -0.818
H 1.57 2.14 -1.08 0.187
H 1.09 0.43 -0.84 0.167
H 1.33 0.89 1.64 0.190
H 2.02 2.44 1.27 0.206
H 3.20 -0.26 0.25 0.205
H 3.91 1.32 0.10 0.198
H 3.74 0.61 1.70 0.212
H -3.09 -2.35 -0.52 0.134
H -0.71 2.28 -0.97 0.364
H -0.88 1.14 0.16 0.348
```

The value obtained for the max |F| is 1.35 eV Å⁻¹. For the electronic energy, the calculation gives -16680.3616 eV. The calculation puts the HOMO energy at -9.19 eV. Its HOMO-LUMO gap is 6.04 eV. The charge is 0.

---

In order of appearance, energy above the lowest of the compared OMol25 structures with the same formula, charge and spin = 76.1, 121.8, 66.0, 288.9, 0.0, 123.9, 359.8 kJ/mol.